1.
The following is a DFT calculation (wB97M-V/def2-TZVPD) of a 5-piece molecular cluster, C27H56N2O5 overall in a non-equilibrium geometry.

Positions of all 90 atoms, in Å:
1 C -1.231 -3.588 2.569
2 C -0.055 -4.541 2.842
3 C 0.875 -3.834 3.831
4 C -0.568 -5.811 3.536
5 C -1.240 -6.770 2.588
6 C -0.306 -7.095 1.413
7 C 0.251 -5.881 0.688
8 C 1.446 -6.344 -0.129
9 C -0.821 -5.327 -0.278
10 N 0.720 -4.907 1.671
11 O 1.248 -3.766 1.036
12 H -0.877 -2.705 2.035
13 H -2.025 -4.068 2.001
14 H -1.644 -3.224 3.512
15 H 0.948 -2.764 3.615
16 H 0.566 -3.879 4.878
17 H 1.885 -4.250 3.776
18 H 0.281 -6.307 4.020
19 H -1.233 -5.479 4.336
20 H -1.497 -7.719 3.065
21 H -2.178 -6.364 2.197
22 H -0.860 -7.700 0.685
23 H 0.467 -7.800 1.738
24 H 2.066 -7.080 0.381
25 H 2.101 -5.511 -0.403
26 H 1.130 -6.721 -1.104
27 H -0.475 -4.388 -0.717
28 H -1.770 -5.193 0.234
29 H -0.943 -6.000 -1.127
30 H 2.188 -3.740 1.244
31 C -2.839 3.593 -2.772
32 C -1.632 4.195 -2.051
33 C -1.527 3.604 -0.651
34 C -0.337 3.877 -2.819
35 C 0.557 5.070 -3.089
36 C -0.268 6.153 -3.784
37 C -1.454 6.634 -2.921
38 C -1.045 7.931 -2.214
39 C -2.662 6.907 -3.809
40 N -1.723 5.655 -1.868
41 O -2.947 6.005 -1.237
42 H -3.798 3.908 -2.363
43 H -2.803 3.745 -3.850
44 H -2.823 2.504 -2.615
45 H -1.326 2.530 -0.651
46 H -0.697 4.095 -0.135
47 H -2.432 3.741 -0.054
48 H 0.248 3.140 -2.241
49 H -0.499 3.279 -3.721
50 H 0.959 5.506 -2.171
51 H 1.400 4.727 -3.689
52 H -0.601 5.851 -4.781
53 H 0.409 6.993 -3.980
54 H -1.466 8.046 -1.217
55 H -1.220 8.808 -2.842
56 H 0.038 7.971 -2.017
57 H -2.370 7.225 -4.810
58 H -3.317 7.663 -3.375
59 H -3.275 6.010 -3.934
60 H -2.731 6.030 -0.299
61 C 3.643 -1.607 4.769
62 C 3.026 -0.227 4.861
63 C 1.549 -0.125 5.176
64 O 3.684 0.754 4.616
65 H 3.467 -2.024 3.777
66 H 3.236 -2.308 5.503
67 H 4.704 -1.546 5.009
68 H 1.412 -0.075 6.256
69 H 0.979 -0.900 4.674
70 H 1.245 0.845 4.775
71 C 0.006 -0.765 -2.443
72 C 0.485 -0.065 -3.694
73 C -0.614 0.499 -4.571
74 O 1.638 -0.056 -4.040
75 H -0.757 -1.473 -2.793
76 H -0.476 -0.097 -1.731
77 H 0.784 -1.363 -1.977
78 H -1.316 1.096 -3.984
79 H -1.159 -0.346 -4.998
80 H -0.212 1.112 -5.373
81 C 1.963 1.827 0.356
82 C 2.192 0.334 0.381
83 C 1.538 -0.486 1.475
84 O 2.739 -0.211 -0.545
85 H 2.751 2.310 -0.214
86 H 1.952 2.208 1.382
87 H 0.991 2.054 -0.084
88 H 0.453 -0.537 1.430
89 H 1.858 0.013 2.399
90 H 1.972 -1.477 1.439

The total energy comes out at -1547.9612 Ha. Its total charge is 0. Its multiplicity is 1.

Atom charges from the Löwdin analysis, given in e for atoms 1 to 5:
1. C -0.02
2. C -0.52
3. C -0.05
4. C -0.14
5. C -0.17

***

2.
The following is a DFT calculation (wB97M-V/def2-TZVPD) of C27H56N3O9V as an isolated structure in a non-equilibrium geometry.

Positions of all 96 atoms, in Å:
1 O 8.793 7.573 -7.323
2 V 9.893 8.430 -8.095
3 O 9.093 9.531 -8.995
4 C 11.112 5.202 -7.684
5 C 10.289 4.879 -8.985
6 C 9.156 3.880 -8.601
7 C 8.015 3.677 -9.577
8 C 7.376 4.944 -10.147
9 C 8.507 5.941 -10.625
10 N 9.724 6.036 -9.689
11 O 10.666 7.137 -9.998
12 C 7.783 7.284 -10.604
13 C 8.826 5.530 -12.095
14 C 11.262 4.002 -9.881
15 H 12.046 5.684 -7.972
16 H 11.339 4.308 -7.104
17 H 10.624 5.826 -6.935
18 H 8.807 3.862 -7.568
19 H 9.603 2.910 -8.384
20 H 7.252 3.050 -9.116
21 H 8.488 2.995 -10.283
22 H 6.616 5.338 -9.472
23 H 6.883 4.428 -10.971
24 H 8.312 8.067 -11.147
25 H 7.454 7.599 -9.613
26 H 6.843 7.271 -11.156
27 H 9.744 5.925 -12.531
28 H 8.025 5.641 -12.826
29 H 9.094 4.474 -12.085
30 H 10.821 3.380 -10.661
31 H 11.928 3.386 -9.277
32 H 11.875 4.683 -10.472
33 C 4.412 6.519 -5.083
34 C 5.041 7.666 -5.945
35 O 4.724 8.812 -5.159
36 C 4.011 8.551 -4.072
37 O 3.529 9.334 -3.251
38 O 3.734 7.246 -4.024
39 H 5.208 5.973 -4.578
40 H 3.723 5.921 -5.680
41 H 4.659 7.667 -6.966
42 H 6.126 7.665 -6.048
43 C 7.401 13.271 -9.169
44 C 7.253 13.190 -10.672
45 C 8.588 12.477 -11.229
46 C 8.491 11.823 -12.648
47 C 7.323 10.804 -12.567
48 C 5.966 11.398 -12.132
49 N 6.090 12.329 -10.961
50 O 4.925 12.826 -10.461
51 C 5.348 12.150 -13.361
52 C 5.128 10.158 -11.721
53 C 7.083 14.632 -11.227
54 H 8.227 13.933 -8.909
55 H 7.580 12.314 -8.678
56 H 6.481 13.703 -8.774
57 H 9.432 13.168 -11.245
58 H 8.854 11.661 -10.557
59 H 9.398 11.353 -13.028
60 H 8.238 12.627 -13.340
61 H 7.745 10.117 -11.834
62 H 7.264 10.336 -13.550
63 H 4.269 12.143 -13.207
64 H 5.725 13.151 -13.571
65 H 5.436 11.510 -14.238
66 H 5.155 9.400 -12.504
67 H 5.373 9.674 -10.775
68 H 4.092 10.492 -11.680
69 H 6.147 15.085 -10.900
70 H 7.024 14.537 -12.311
71 H 7.932 15.271 -10.987
72 H 4.770 12.086 -9.869
73 C 12.540 9.677 -9.655
74 O 11.993 9.080 -8.450
75 C 12.862 9.196 -7.318
76 C 12.259 8.440 -6.075
77 N 10.857 8.890 -5.892
78 C 10.679 10.373 -5.731
79 C 9.227 10.852 -5.569
80 O 8.293 10.268 -6.523
81 C 7.009 10.715 -6.300
82 H 11.940 9.265 -10.466
83 H 13.604 9.551 -9.854
84 H 12.368 10.754 -9.647
85 H 12.893 10.239 -7.003
86 H 13.885 8.855 -7.476
87 H 12.677 8.726 -5.110
88 H 12.257 7.360 -6.221
89 H 10.550 8.568 -4.985
90 H 10.925 10.985 -6.598
91 H 11.218 10.789 -4.880
92 H 9.291 11.940 -5.544
93 H 9.039 10.445 -4.575
94 H 6.870 11.786 -6.449
95 H 6.555 10.440 -5.348
96 H 6.255 10.231 -6.921

As for the expectation value of S²: 0.76. The total energy comes out at -2847.5788 Ha. Its total charge is -1. Its multiplicity is 2.

Atom charges from the Löwdin analysis, given in e for atoms 1 to 5:
1. O -0.50
2. V 0.73
3. O -0.48
4. C -0.06
5. C -0.46

***

3.
The following is a DFT calculation (wB97M-V/def2-TZVPD) of a 3-piece molecular cluster, C27H57ClN3O3 overall.

Positions of all 91 atoms, in Å:
1 C 1.879 1.519 2.787
2 C 1.866 1.245 1.285
3 C 1.811 -0.239 0.852
4 Cl 1.441 -1.394 2.137
5 N 0.840 -0.409 -0.258
6 C 1.229 -0.358 -1.539
7 C 2.625 -0.206 -2.087
8 O 3.538 -1.096 -1.517
9 C 3.403 -2.430 -1.987
10 O 3.960 -3.239 -1.019
11 C 3.376 -4.538 -0.914
12 C 2.160 -4.540 0.021
13 O 0.955 -5.003 -0.587
14 N 0.114 -0.418 -2.275
15 C -1.006 -0.479 -1.478
16 C -2.373 -0.515 -2.091
17 C -3.409 -1.374 -1.335
18 C -4.500 -0.557 -0.632
19 C -5.228 -1.355 0.463
20 N -6.646 -1.073 0.655
21 C -0.553 -0.488 -0.186
22 C -1.342 -0.473 1.081
23 H 0.916 1.310 3.254
24 H 2.643 0.919 3.289
25 H 2.131 2.570 2.954
26 H 2.777 1.663 0.841
27 H 1.025 1.762 0.812
28 H 2.767 -0.562 0.446
29 H 2.974 0.811 -1.874
30 H 2.570 -0.303 -3.182
31 H 2.331 -2.662 -2.131
32 H 3.932 -2.514 -2.950
33 H 4.171 -5.194 -0.557
34 H 3.079 -4.909 -1.905
35 H 2.332 -5.206 0.871
36 H 2.027 -3.524 0.412
37 H 0.940 -4.742 -1.512
38 H 0.110 -0.399 -3.285
39 H -2.745 0.514 -2.195
40 H -2.256 -0.895 -3.112
41 H -3.885 -2.037 -2.063
42 H -2.902 -2.015 -0.603
43 H -5.228 -0.208 -1.376
44 H -4.059 0.352 -0.199
45 H -4.737 -1.166 1.424
46 H -5.114 -2.428 0.271
47 H -7.136 -1.040 -0.232
48 H -6.775 -0.169 1.093
49 H -0.994 0.317 1.753
50 H -2.389 -0.269 0.841
51 H -1.281 -1.421 1.623
52 C -4.630 -2.700 3.898
53 C -3.273 -2.335 3.307
54 C -2.089 -2.914 4.079
55 C -1.968 -2.452 5.533
56 C -1.898 -0.936 5.720
57 C -0.739 -0.305 4.958
58 H -4.748 -2.304 4.908
59 H -5.445 -2.302 3.293
60 H -4.752 -3.783 3.948
61 H -3.183 -1.244 3.247
62 H -3.224 -2.704 2.278
63 H -1.164 -2.669 3.545
64 H -2.158 -4.006 4.067
65 H -1.065 -2.903 5.955
66 H -2.801 -2.846 6.120
67 H -1.804 -0.718 6.786
68 H -2.834 -0.472 5.398
69 H 0.217 -0.741 5.261
70 H -0.683 0.772 5.125
71 H -0.851 -0.467 3.883
72 C 2.684 3.824 -1.576
73 C 2.399 3.531 -3.046
74 C 3.555 3.884 -3.980
75 C 3.934 5.366 -3.988
76 C 2.792 6.316 -4.349
77 C 2.219 6.080 -5.743
78 H 2.854 4.887 -1.406
79 H 1.846 3.526 -0.942
80 H 3.576 3.291 -1.236
81 H 1.492 4.057 -3.355
82 H 2.177 2.462 -3.162
83 H 3.302 3.565 -4.994
84 H 4.437 3.301 -3.692
85 H 4.751 5.506 -4.701
86 H 4.338 5.648 -3.012
87 H 3.165 7.341 -4.283
88 H 1.992 6.242 -3.607
89 H 2.995 6.178 -6.504
90 H 1.436 6.803 -5.972
91 H 1.782 5.085 -5.840

The total energy comes out at -1912.9120 Ha. Its total charge is +1. Its multiplicity is 1.

Atom charges from the Löwdin analysis, given in e for atoms 1 to 5:
1. C -0.11
2. C -0.22
3. C -0.56
4. Cl 0.78
5. N 0.04

***

4.
The following is a DFT calculation (wB97M-V/def2-TZVPD) of C27H57ClN3O5V as an isolated structure in a non-equilibrium geometry.

Positions of all 94 atoms, in Å:
1 O 7.862 5.041 -9.007
2 V 8.571 5.407 -10.390
3 O 9.903 4.578 -10.664
4 Cl 6.918 5.372 -12.336
5 C 8.199 -0.158 -8.422
6 C 9.119 1.001 -8.780
7 C 10.551 0.412 -8.875
8 C 10.711 -0.496 -10.121
9 C 10.407 0.395 -11.326
10 C 9.016 1.093 -11.340
11 N 8.817 1.747 -10.030
12 O 7.548 2.328 -9.894
13 C 8.997 2.109 -12.480
14 C 7.958 0.032 -11.636
15 C 9.184 2.072 -7.664
16 H 7.181 0.174 -8.182
17 H 8.522 -0.760 -7.573
18 H 8.047 -0.882 -9.222
19 H 11.267 1.225 -9.037
20 H 10.860 -0.037 -7.931
21 H 10.063 -1.371 -10.053
22 H 11.730 -0.885 -10.094
23 H 10.514 -0.169 -12.253
24 H 11.088 1.251 -11.322
25 H 8.052 2.654 -12.474
26 H 9.843 2.786 -12.371
27 H 9.041 1.613 -13.450
28 H 7.938 -0.170 -12.709
29 H 8.180 -0.946 -11.208
30 H 6.952 0.319 -11.324
31 H 9.991 2.747 -7.955
32 H 9.484 1.640 -6.706
33 H 8.277 2.654 -7.514
34 H 6.922 1.588 -9.811
35 C 14.435 7.056 -7.244
36 C 13.127 6.468 -7.847
37 C 12.934 5.034 -7.300
38 C 12.541 4.967 -5.820
39 C 11.209 5.719 -5.650
40 C 11.264 7.165 -6.107
41 N 11.920 7.219 -7.456
42 O 11.982 8.546 -7.955
43 C 9.816 7.688 -6.286
44 C 11.940 8.056 -5.094
45 C 13.228 6.230 -9.339
46 H 14.466 6.876 -6.171
47 H 15.285 6.529 -7.676
48 H 14.511 8.130 -7.418
49 H 12.166 4.427 -7.788
50 H 13.847 4.460 -7.479
51 H 12.425 3.934 -5.496
52 H 13.271 5.479 -5.188
53 H 10.919 5.532 -4.612
54 H 10.439 5.177 -6.209
55 H 9.155 7.455 -5.445
56 H 9.275 7.210 -7.106
57 H 9.715 8.767 -6.414
58 H 11.372 8.033 -4.165
59 H 11.983 9.088 -5.451
60 H 12.976 7.762 -4.914
61 H 13.679 7.072 -9.880
62 H 13.722 5.352 -9.757
63 H 12.243 6.156 -9.803
64 H 12.711 8.985 -7.491
65 C 8.903 9.898 -9.676
66 C 8.379 8.688 -10.443
67 C 7.638 9.159 -11.723
68 C 8.614 9.727 -12.766
69 C 9.648 8.622 -13.059
70 C 10.386 7.998 -11.882
71 N 9.433 7.698 -10.789
72 O 10.056 7.054 -9.679
73 C 11.040 6.746 -12.448
74 C 11.526 8.972 -11.468
75 C 7.297 8.044 -9.575
76 H 8.093 10.542 -9.339
77 H 9.468 10.498 -10.394
78 H 9.611 9.717 -8.866
79 H 6.995 8.397 -12.163
80 H 6.949 9.964 -11.451
81 H 9.100 10.658 -12.475
82 H 8.107 9.896 -13.717
83 H 10.325 9.001 -13.824
84 H 9.077 7.787 -13.480
85 H 11.524 6.987 -13.394
86 H 11.754 6.295 -11.760
87 H 10.303 5.979 -12.696
88 H 12.075 8.666 -10.572
89 H 12.243 9.042 -12.284
90 H 11.168 9.969 -11.209
91 H 7.754 7.781 -8.615
92 H 6.885 7.121 -9.989
93 H 6.487 8.723 -9.320
94 H 10.546 7.734 -9.178

The value obtained for the energy above the lowest of the compared OMol25 structures with the same formula, charge and spin is 24.5 kcal per mole. Its total charge is 0. Its multiplicity is 1.

Atom charges from the Löwdin analysis, given in e for atoms 1 to 5:
1. O -0.34
2. V 0.69
3. O -0.33
4. Cl -0.08
5. C -0.03

***

5.
The following is a DFT calculation (wB97M-V/def2-TZVPD) of a 6-piece molecular cluster, C27H57N2O6P overall.

Positions of all 93 atoms, in Å:
1 H 2.426 2.548 -3.461
2 N 1.446 2.336 -3.641
3 C 1.141 1.190 -3.174
4 C 2.098 0.322 -2.402
5 C -0.257 0.686 -3.345
6 P -0.519 -0.114 -5.021
7 C 1.003 -1.126 -5.309
8 N 0.994 -1.485 -6.738
9 C -1.727 -1.423 -4.574
10 C -2.892 -0.878 -3.754
11 C -3.514 0.391 -4.293
12 O -4.063 0.098 -5.580
13 H 1.978 -0.735 -2.631
14 H 3.122 0.591 -2.663
15 H 1.972 0.462 -1.331
16 H -0.926 1.541 -3.351
17 H -0.536 0.036 -2.515
18 H 0.953 -2.047 -4.727
19 H 1.888 -0.570 -5.005
20 H 1.659 -2.234 -6.883
21 H 1.346 -0.697 -7.268
22 H -1.237 -2.229 -4.028
23 H -2.100 -1.868 -5.495
24 H -2.574 -0.747 -2.720
25 H -3.687 -1.625 -3.743
26 H -4.312 0.717 -3.623
27 H -2.795 1.204 -4.377
28 H -4.003 0.887 -6.114
29 C -2.295 -0.079 2.049
30 C -2.014 -1.500 1.563
31 C -2.246 -1.369 0.062
32 O -1.896 -0.028 -0.279
33 C -1.719 0.750 0.910
34 H -1.836 0.156 3.008
35 H -3.372 0.085 2.135
36 H -0.971 -1.758 1.760
37 H -2.645 -2.260 2.022
38 H -3.295 -1.542 -0.205
39 H -1.625 -2.046 -0.528
40 H -0.653 0.933 1.053
41 H -2.223 1.710 0.785
42 C 1.195 4.779 1.755
43 C 2.124 4.360 2.891
44 C 1.479 3.060 3.350
45 O 0.880 2.476 2.185
46 C 0.851 3.437 1.124
47 H 1.650 5.470 1.047
48 H 0.295 5.248 2.159
49 H 3.129 4.172 2.504
50 H 2.200 5.095 3.691
51 H 0.702 3.237 4.096
52 H 2.199 2.353 3.767
53 H 1.594 3.148 0.372
54 H -0.134 3.426 0.657
55 C 4.626 0.471 2.711
56 C 5.348 1.330 1.674
57 C 4.757 0.802 0.373
58 O 3.425 0.387 0.679
59 C 3.237 0.353 2.096
60 H 4.608 0.909 3.707
61 H 5.096 -0.512 2.778
62 H 5.086 2.381 1.809
63 H 6.432 1.242 1.709
64 H 5.320 -0.062 0.003
65 H 4.722 1.555 -0.415
66 H 2.599 1.195 2.388
67 H 2.728 -0.573 2.363
68 C -0.358 2.624 8.758
69 C -0.092 1.202 8.268
70 C -0.318 1.347 6.769
71 O 0.064 2.684 6.435
72 C 0.236 3.453 7.628
73 H 0.093 2.847 9.724
74 H -1.432 2.801 8.834
75 H 0.944 0.922 8.470
76 H -0.741 0.453 8.720
77 H -1.373 1.208 6.511
78 H 0.277 0.651 6.177
79 H 1.307 3.627 7.784
80 H -0.256 4.417 7.500
81 C -3.424 -6.616 -3.896
82 C -1.904 -6.621 -3.751
83 C -1.550 -5.204 -4.182
84 O -2.657 -4.383 -3.806
85 C -3.769 -5.204 -3.441
86 H -3.925 -7.382 -3.306
87 H -3.702 -6.754 -4.943
88 H -1.626 -6.780 -2.706
89 H -1.407 -7.380 -4.354
90 H -1.415 -5.139 -5.267
91 H -0.648 -4.825 -3.699
92 H -3.900 -5.158 -2.355
93 H -4.668 -4.810 -3.915

The total energy comes out at -1965.1597 Ha. Its total charge is 0. Its multiplicity is 1.

Atom charges from the Löwdin analysis, given in e for atoms 1 to 5:
1. H 0.04
2. N 0.12
3. C -0.52
4. C -0.05
5. C -0.31